Here is a cluster of 2 separate species, C26H35BBrF8N2O10SSi in total from OMol25. Energies are from ωB97M-V/def2-TZVPD.

Last column: Löwdin charge in e.
Atoms and positions in Å:
C (0.2433, 5.5998, 1.5080)  0.041
C (0.7379, 5.4827, 0.2336)  -0.130
C (0.3345, 4.4797, -0.8318)  -0.094
N (-0.2018, 3.1563, -0.4257)  0.030
C (0.3472, 2.2686, 0.3512)  -0.124
C (1.5543, 2.5947, 1.1521)  -0.063
C (2.7852, 1.7521, 0.8429)  -0.219
N (3.7134, 1.7522, 1.6991)  0.137
C (-0.3303, 0.9334, 0.2006)  -0.432
Br (-1.8290, 0.7448, 1.4720)  1.110
C (0.4768, -0.3691, 0.4164)  -0.341
F (-0.1813, -1.3693, -0.2967)  0.008
C (0.6820, -0.9621, 1.8109)  -0.218
C (1.1002, -0.0597, 2.9769)  -0.100
C (-1.0545, 1.0778, -1.2505)  -0.357
C (-0.1487, 0.9357, -2.4834)  -0.053
C (0.5253, -0.3953, -2.7637)  -0.228
O (-0.4132, -1.3254, -3.2672)  -0.201
Si (0.1703, -2.7153, -4.0082)  0.441
C (1.4347, -2.3939, -5.3453)  -0.158
C (0.7906, -3.9851, -2.7798)  -0.153
C (-1.3295, -3.4805, -4.8407)  -0.139
O (-2.1670, 0.2660, -1.2199)  0.070
B (-2.8164, -0.1117, -2.3999)  -0.813
O (-3.4155, -1.3513, -2.4262)  0.196
O (-2.8909, 0.7300, -3.4756)  0.204
C (-1.3474, 2.6545, -1.1989)  -0.170
S (-3.0779, 3.2755, -1.0158)  0.808
O (-3.9769, 2.4114, -0.3121)  -0.248
O (-3.4434, 3.4847, -2.3861)  -0.234
C (-3.2970, 4.9508, -0.1998)  -0.435
F (-4.2790, 5.4845, -0.9258)  0.151
F (-2.2270, 5.7491, -0.3573)  0.117
C (-3.8055, 5.0345, 1.2951)  -0.366
F (-3.4531, 6.2722, 1.7015)  0.156
F (-5.1288, 4.9740, 1.3350)  0.196
C (-3.2148, 4.0401, 2.3285)  -0.586
F (-3.9740, 2.9843, 2.4933)  0.188
F (-1.9701, 3.7026, 1.9758)  0.099
F (-3.1426, 4.6545, 3.5031)  0.198
H (0.8801, 5.4533, 2.3757)  0.082
H (-0.7886, 5.8926, 1.6724)  0.057
H (1.4824, 6.2060, -0.1004)  0.118
H (-0.3593, 4.9325, -1.5433)  0.129
H (1.2348, 4.2790, -1.4160)  0.147
H (1.8750, 3.6153, 0.9672)  0.102
H (1.3301, 2.5276, 2.2175)  0.139
H (2.8591, 1.2324, -0.1137)  0.120
H (4.5053, 1.1913, 1.3885)  0.076
H (1.4558, -0.2958, -0.0617)  0.122
H (1.4744, -1.6966, 1.6902)  0.097
H (-0.1788, -1.5453, 2.1286)  0.106
H (0.4738, 0.8238, 3.0741)  0.034
H (2.1581, 0.1771, 2.9698)  0.063
H (0.9305, -0.6272, 3.8901)  0.073
H (-0.6882, 1.2183, -3.3856)  0.139
H (0.6624, 1.6710, -2.4055)  0.138
H (1.1077, -0.7924, -1.9383)  0.105
H (1.2756, -0.1875, -3.5389)  0.125
H (1.5925, -3.3269, -5.8862)  0.044
H (1.0309, -1.6722, -6.0568)  0.042
H (2.3954, -2.0567, -4.9570)  0.030
H (0.6720, -4.9503, -3.2766)  0.038
H (1.8474, -3.8844, -2.5352)  0.030
H (0.1616, -4.0025, -1.8901)  0.034
H (-1.1346, -3.6757, -5.8928)  0.037
H (-2.1521, -2.7589, -4.8118)  0.029
H (-1.6776, -4.3650, -4.3113)  0.038
H (-2.7209, -2.0025, -2.5845)  0.096
H (-3.7356, 0.5881, -3.9197)  0.139
H (-1.1196, 3.0143, -2.2010)  0.132
C (2.4137, -5.2242, 2.6936)  0.073
C (2.5424, -6.5044, 3.0783)  -0.230
C (2.3637, -6.9265, 4.5172)  -0.308
O (2.4805, -8.1078, 4.7705)  0.125
C (2.0691, -5.9033, 5.5043)  0.082
C (1.9450, -4.6280, 5.1160)  -0.230
C (2.0987, -4.2138, 3.6760)  -0.293
O (1.9495, -3.0291, 3.4081)  0.072
O (1.6791, -3.6364, 5.9585)  0.121
O (2.8294, -7.4853, 2.2434)  0.131
H (2.5370, -4.9133, 1.6659)  0.133
H (1.9588, -6.2110, 6.5344)  0.140
H (1.6432, -2.8241, 5.4216)  0.111
H (2.8602, -8.3033, 2.7790)  0.128

As for the highest occupied orbital energy: -11.48 eV. Its HOMO-LUMO gap is 6.7994 eV. Its charge is +1. As for the spin multiplicity: 1.


Here is a cluster of 2 separate species, C26H35BCl2F2NO6P in total from OMol25. Energies are from ωB97M-V/def2-TZVPD.

Last column: Löwdin charge in e.
Atoms and positions in Å:
C (-5.1947, 1.6381, 3.3020)  0.153
C (-4.7664, 1.3723, 2.2042)  -0.046
C (-3.9208, 1.3138, 0.9909)  -0.092
C (-3.6349, 0.1561, 0.3814)  0.030
B (-4.1847, -1.2548, 0.9015)  -0.415
O (-5.4709, -1.6160, 0.5181)  0.153
C (-3.2885, -2.2337, 1.7887)  -0.152
C (-3.7885, -2.3616, 3.2651)  -0.105
C (-2.7631, 0.1133, -0.8868)  -0.249
O (-2.9253, -0.7629, -1.7001)  0.137
C (-1.7507, 1.2587, -1.0263)  -0.007
C (-0.5593, 1.0516, -1.7489)  -0.056
C (-0.1576, -0.2926, -2.3977)  -0.094
C (-0.4943, -0.3594, -3.9197)  -0.147
F (0.7115, -0.1599, -4.6248)  -0.077
C (0.3145, 2.1589, -1.8779)  -0.137
F (1.4481, 1.9287, -2.5836)  0.078
C (0.0820, 3.4336, -1.2988)  -0.162
C (1.1873, 4.4828, -1.5400)  -0.642
Cl (0.5829, 6.0995, -2.0520)  0.640
C (2.1583, 4.5157, -0.2827)  -0.690
C (2.0911, 5.8043, 0.5587)  -0.176
Cl (3.8568, 4.2071, -0.8959)  0.575
C (-1.1098, 3.6057, -0.5379)  -0.215
P (-1.4556, 5.2383, 0.3080)  0.920
C (-2.8663, 6.1157, -0.5644)  -0.264
O (-1.9869, 4.9228, 1.8889)  -0.315
C (-2.0503, 2.5279, -0.4089)  -0.053
C (-3.3663, 2.6147, 0.3584)  -0.277
O (-4.0362, 3.6089, 0.4832)  0.107
H (-5.4914, 1.7826, 4.3348)  0.050
H (-5.4807, -2.5871, 0.5266)  0.110
H (-2.2138, -1.9387, 1.7667)  0.102
H (-3.3317, -3.2346, 1.2846)  0.109
H (-3.7149, -1.3560, 3.7348)  0.072
H (-3.1514, -3.0384, 3.8699)  0.073
H (-4.8314, -2.7348, 3.3046)  0.078
H (-0.5282, -1.1618, -1.8330)  0.103
H (0.9497, -0.3236, -2.3081)  0.114
H (-0.8699, -1.3534, -4.2243)  0.122
H (-1.2116, 0.4522, -4.1557)  0.127
H (1.8045, 4.1058, -2.3778)  0.070
H (1.9128, 3.6140, 0.3133)  0.102
H (2.7389, 5.6533, 1.4541)  0.080
H (1.0757, 6.0081, 0.9454)  0.026
H (2.5297, 6.6649, 0.0174)  0.070
H (-2.6411, 7.1862, -0.7173)  0.032
H (-3.1821, 5.5936, -1.4902)  0.046
H (-3.7446, 6.0573, 0.1195)  0.037
H (-1.9463, 3.9753, 2.0829)  0.037
C (3.4909, -6.6045, -0.6049)  -0.116
O (3.4710, -5.9669, 0.6606)  -0.200
C (4.7033, -5.3279, 0.9862)  -0.215
C (4.5073, -3.8241, 1.0694)  -0.213
N (4.2675, -3.2568, -0.2546)  -0.051
C (3.8530, -1.8556, -0.2264)  -0.195
C (2.4911, -1.5408, 0.3939)  -0.216
O (1.3925, -2.0585, -0.3427)  -0.205
C (1.0130, -3.3806, 0.0059)  -0.088
H (2.5447, -7.1304, -0.7303)  0.088
H (3.5923, -5.8733, -1.4131)  0.081
H (4.3037, -7.3348, -0.6607)  0.088
H (5.4981, -5.5860, 0.2804)  0.123
H (5.0023, -5.6970, 1.9719)  0.120
H (5.4030, -3.3669, 1.4997)  0.123
H (3.6621, -3.6333, 1.7430)  0.106
H (3.5445, -3.7954, -0.7154)  0.070
H (3.8330, -1.5147, -1.2654)  0.119
H (4.6230, -1.2670, 0.2821)  0.120
H (2.3731, -0.4524, 0.3743)  0.118
H (2.4293, -1.8317, 1.4484)  0.111
H (1.1920, -3.5999, 1.0611)  0.092
H (1.5312, -4.1092, -0.6221)  0.074
H (-0.0558, -3.4845, -0.1918)  0.084

The SMILES is C#CC1=C(B(O)CC)C(=O)c2c(CCF)c(F)c([C@@H](Cl)[C@H](C)Cl)c(P(C)O)c2C1=O.COCCNCCOC. As for the highest occupied orbital energy: -7.94 eV. Its HOMO-LUMO gap is 6.6328 eV. As for the spin multiplicity: 1.


Here is a structure of composition C26H35Br3GeN5OTi from OMol25. Energies are from ωB97M-V/def2-TZVPD.

Last column: Löwdin spin population.
Atoms and positions in Å:
Ti (0.7712, -2.3427, 1.0579)  0.969
Br (3.0481, -0.8080, 0.9540)  0.008
C (1.4500, -4.1184, 2.1150)  -0.003
Br (-0.4977, -4.5226, 2.5738)  0.011
H (1.8783, -4.0619, 3.0601)  -0.001
H (1.7987, -5.0410, 1.6738)  0.002
Br (2.3467, 8.0432, -6.7680)  0.000
C (1.9267, 6.3643, -5.9629)  0.000
C (0.9458, 6.4743, -4.9826)  0.000
C (0.5093, 5.3062, -4.3908)  0.000
C (1.0841, 4.0799, -4.7314)  0.000
C (2.0393, 3.9869, -5.7458)  0.000
C (2.4704, 5.1725, -6.3604)  0.000
N (0.7202, 3.0293, -3.8802)  0.000
N (1.1160, 1.9183, -4.2926)  0.000
C (0.8756, 0.8131, -3.3837)  0.000
C (1.4656, -0.3227, -3.8297)  0.000
C (1.5255, -1.5047, -3.0916)  0.000
C (0.9778, -1.5500, -1.8445)  0.001
O (1.1167, -2.5747, -1.0014)  0.005
C (0.2370, -0.3738, -1.3881)  0.002
N (-0.3829, -0.5558, -0.1939)  0.008
C (-0.9577, 0.4802, 0.3671)  0.002
C (-0.9823, 1.7723, -0.2206)  0.000
C (-0.3395, 1.9838, -1.4025)  0.001
C (0.2199, 0.8443, -2.0760)  0.000
H (0.5993, 7.4707, -4.7562)  0.000
H (-0.2190, 5.3476, -3.6047)  0.000
H (2.4030, 3.0143, -5.9787)  0.000
H (3.2954, 5.1912, -7.0654)  0.000
H (1.9953, -0.1958, -4.7446)  0.000
H (2.1037, -2.3348, -3.4571)  0.000
H (-1.3625, 0.2428, 1.3496)  0.001
H (-1.5309, 2.5130, 0.3626)  0.000
H (-0.2212, 2.9727, -1.8457)  0.000
C (-2.0691, -2.4290, -2.9844)  -0.001
Ge (-1.8080, -3.3212, -1.2490)  -0.001
C (-3.0217, -2.6000, 0.0955)  0.003
C (-2.2356, -5.2255, -1.3563)  0.000
C (0.0537, -3.4432, -0.5917)  -0.026
H (-3.1496, -2.3820, -3.2498)  0.000
H (-1.6068, -2.9818, -3.8103)  0.000
H (-1.6701, -1.4237, -2.9810)  0.000
H (-3.9945, -3.1022, -0.0802)  0.000
H (-3.1002, -1.5266, -0.0021)  0.000
H (-2.6763, -2.8508, 1.0860)  0.001
H (-3.2431, -5.3848, -1.7445)  0.000
H (-2.1955, -5.6458, -0.3608)  0.000
H (-1.4718, -5.7507, -1.9928)  0.000
H (0.4864, -4.4288, -0.7361)  -0.001
C (1.7837, 1.5864, 4.1476)  0.000
C (1.4828, 0.3476, 4.9930)  0.000
N (0.0904, -0.1160, 4.8653)  0.001
C (-0.8024, 0.1625, 5.9945)  0.000
C (-1.2025, 1.6019, 5.9834)  0.000
C (-0.2298, -0.9281, 3.8266)  0.002
C (-1.6144, -1.4223, 3.6526)  0.004
N (0.6046, -1.1555, 2.8725)  0.005
H (2.7038, 2.1097, 4.5202)  0.000
H (0.9601, 2.3023, 4.1035)  0.000
H (2.0115, 1.3279, 3.1041)  0.000
H (1.6162, 0.5065, 6.0586)  0.000
H (2.1666, -0.4470, 4.7409)  0.000
H (-0.3523, -0.2088, 6.9396)  0.000
H (-1.6873, -0.4371, 5.8917)  0.000
H (-0.2896, 2.2145, 6.1450)  0.000
H (-1.8999, 1.8017, 6.7841)  0.000
H (-1.7290, 1.8324, 5.0530)  0.000
H (-2.2847, -0.5570, 3.6310)  0.000
H (-1.8940, -2.0884, 4.4204)  0.000
H (-1.7024, -1.8509, 2.6893)  0.004
H (1.5446, -0.8000, 3.0256)  0.001

As for the highest occupied orbital energy (spin up / spin down): -7.15 / -8.02 eV. Its HOMO-LUMO gap (spin up / spin down) is 6.1474 / 7.0218 eV. As for the spin multiplicity: 2. The expectation value of S² is 0.76.


no.,F_max (eV/A)
1,2.9
2,2.1
3,2.6